(1)
Molecular formula: C6H20N6
Method: DFT, ωB97M-V/def2-TZVPD

Atoms and positions in Å:
C (-1.177, 1.635, 0.737)
C (-1.990, 2.875, 1.086)
C (-0.325, 0.668, 2.895)
N (-1.159, 0.666, 1.870)
N (0.496, 1.677, 3.162)
N (0.082, -0.537, 3.427)
H (-1.753, 1.104, -0.050)
H (-0.139, 1.754, 0.426)
H (-1.722, 3.324, 2.079)
H (-3.013, 2.603, 1.369)
H (-1.700, -0.161, 1.658)
H (0.175, 2.631, 3.086)
H (1.357, 1.490, 3.650)
H (-0.377, -1.343, 3.031)
H (0.505, -0.586, 4.345)
H (-1.968, 3.590, 0.275)
C (1.781, -0.996, -1.500)
C (2.914, -0.120, -1.939)
C (-0.381, -1.845, -2.371)
N (0.672, -0.999, -2.511)
N (-0.250, -3.135, -1.937)
N (-1.643, -1.456, -2.450)
H (2.061, -2.065, -1.330)
H (1.354, -0.606, -0.543)
H (2.641, 0.931, -1.866)
H (3.143, -0.196, -2.989)
H (1.062, -0.966, -3.444)
H (0.691, -3.455, -1.774)
H (-1.030, -3.682, -1.612)
H (-1.713, -0.504, -2.811)
H (-2.455, -2.032, -2.606)
H (3.860, -0.268, -1.360)

Calculated values
Total charge = +2
E_HOMO = -17.2 eV
Energy relative to the best compared isomer or geometry (same formula, charge and spin) = 0.848 eV
Orbital gap = 11.04 eV



(2)
Molecular formula: C21H34N2O3S2
Method: DFT, ωB97M-V/def2-TZVPD

Atoms and positions in Å:
C (4.013, -2.154, 1.271)
O (3.344, -1.002, 1.738)
C (3.132, -0.065, 0.694)
C (1.921, -0.424, -0.195)
C (0.878, 0.692, -0.305)
C (-0.533, 0.231, 0.069)
C (-1.480, 1.399, 0.262)
C (-2.890, 0.958, 0.645)
C (-2.945, 0.474, 2.119)
C (-3.709, -0.849, 2.339)
C (-2.817, -1.953, 2.944)
C (-3.029, -3.372, 2.420)
C (-2.411, -3.664, 1.075)
C (-2.475, -2.860, -0.027)
C (-1.861, -3.206, -1.259)
C (-1.170, -4.367, -1.428)
C (-1.067, -5.233, -0.309)
N (-0.425, -6.401, -0.273)
S (-0.625, -6.990, 1.211)
N (-1.490, -5.815, 1.865)
C (-1.684, -4.890, 0.923)
H (3.540, -2.568, 0.381)
H (5.051, -1.901, 1.044)
H (3.984, -2.902, 2.054)
H (4.048, -0.011, 0.099)
H (2.982, 0.909, 1.153)
H (1.504, -1.340, 0.217)
H (2.313, -0.651, -1.182)
H (0.842, 1.026, -1.334)
H (1.175, 1.544, 0.306)
H (-0.453, -0.351, 0.988)
H (-0.882, -0.428, -0.724)
H (-1.492, 2.006, -0.644)
H (-1.078, 2.036, 1.050)
H (-3.249, 0.199, -0.042)
H (-3.530, 1.833, 0.571)
H (-3.392, 1.268, 2.710)
H (-1.927, 0.374, 2.482)
H (-4.500, -0.638, 3.053)
H (-4.204, -1.160, 1.427)
H (-1.762, -1.709, 2.877)
H (-3.041, -1.981, 4.008)
H (-4.078, -3.656, 2.446)
H (-2.537, -4.048, 3.115)
H (-2.994, -1.919, 0.012)
H (-1.938, -2.544, -2.108)
H (-0.714, -4.638, -2.364)
C (2.571, 5.638, -1.632)
C (1.408, 5.712, -2.631)
C (1.704, 4.711, -3.756)
S (2.711, 3.416, -3.017)
O (4.017, 3.442, -3.621)
O (1.951, 2.194, -2.941)
C (2.817, 4.153, -1.389)
H (2.342, 6.160, -0.705)
H (3.463, 6.097, -2.065)
H (0.479, 5.437, -2.129)
H (1.280, 6.718, -3.029)
H (0.803, 4.261, -4.162)
H (2.288, 5.160, -4.557)
H (3.791, 3.931, -0.960)
H (2.028, 3.712, -0.779)

Calculated values
E_HOMO = -8.7 eV
Energy relative to the best compared isomer or geometry (same formula, charge and spin) = 2.619 eV
Orbital gap = 8.40 eV



(3)
Molecular formula: C30H51BrCaN7O5
Method: DFT, ωB97M-V/def2-TZVPD

Atoms and positions in Å:
Ca (0.410, -1.528, 0.194)
C (1.215, 5.044, -1.855)
C (0.902, 3.945, -0.841)
C (-0.570, 4.042, -0.380)
C (-0.840, 3.668, 1.082)
C (-2.316, 3.852, 1.398)
C (0.000, 4.475, 2.071)
N (-0.420, 2.199, 1.224)
C (-1.385, 1.162, 1.701)
C (-2.305, 0.667, 0.580)
N (-2.159, -0.787, 0.384)
C (-2.623, -1.509, 1.616)
C (-1.518, -2.357, 2.274)
O (-1.809, -3.465, 2.696)
O (-0.361, -1.798, 2.276)
C (-2.957, -1.282, -0.783)
C (-4.410, -0.807, -0.791)
C (-2.259, -1.216, -2.151)
C (-1.970, 0.045, -2.994)
C (-3.160, 0.992, -3.135)
C (-1.598, -0.488, -4.391)
N (-0.851, 0.780, -2.372)
C (-0.379, 1.961, -3.093)
C (1.054, 2.284, -2.703)
N (1.250, 2.574, -1.288)
C (2.545, 2.110, -0.754)
C (2.208, 1.425, 0.563)
O (2.278, 2.073, 1.612)
O (1.659, 0.277, 0.448)
H (1.111, 6.018, -1.375)
H (0.536, 5.029, -2.710)
H (2.238, 4.967, -2.227)
H (1.540, 4.120, 0.024)
H (-1.183, 3.391, -1.007)
H (-0.943, 5.058, -0.528)
H (-2.556, 4.909, 1.283)
H (-2.555, 3.577, 2.425)
H (-2.958, 3.289, 0.718)
H (-0.131, 5.539, 1.872)
H (1.059, 4.229, 2.012)
H (-0.332, 4.284, 3.093)
H (0.441, 2.148, 1.791)
H (-0.085, 1.898, 0.295)
H (-1.928, 1.573, 2.548)
H (-0.778, 0.333, 2.070)
H (-2.037, 1.155, -0.360)
H (-3.344, 0.919, 0.813)
H (-3.450, -2.175, 1.379)
H (-2.994, -0.796, 2.356)
H (-3.000, -2.361, -0.604)
H (-4.519, 0.260, -0.961)
H (-4.900, -1.047, 0.153)
H (-4.957, -1.322, -1.581)
H (-2.868, -1.866, -2.788)
H (-1.302, -1.750, -2.071)
H (-4.062, 0.449, -3.416)
H (-2.968, 1.732, -3.913)
H (-3.353, 1.530, -2.207)
H (-2.438, -1.026, -4.833)
H (-0.754, -1.181, -4.323)
H (-1.335, 0.313, -5.082)
H (-0.062, 0.143, -2.293)
H (-1.033, 2.812, -2.898)
H (-0.387, 1.823, -4.181)
H (1.422, 3.087, -3.353)
H (1.656, 1.402, -2.937)
H (3.251, 2.932, -0.608)
H (2.977, 1.381, -1.437)
Br (-0.643, -4.466, -0.727)
C (0.704, -4.760, 0.599)
C (0.764, -5.979, 1.244)
C (1.755, -6.124, 2.200)
C (2.615, -5.065, 2.458)
C (2.449, -3.890, 1.755)
N (1.501, -3.735, 0.821)
H (0.058, -6.763, 1.019)
H (1.847, -7.053, 2.745)
H (3.392, -5.143, 3.204)
H (3.077, -3.029, 1.944)
N (1.291, -1.775, -2.130)
C (1.976, -1.941, -3.048)
N (2.696, -2.137, -4.124)
C (3.287, -0.985, -4.826)
C (3.462, -1.365, -6.286)
O (4.221, -2.550, -6.405)
C (3.557, -3.647, -5.809)
C (3.390, -3.424, -4.317)
H (4.256, -0.741, -4.380)
H (2.618, -0.131, -4.723)
H (4.005, -0.583, -6.814)
H (2.480, -1.496, -6.757)
H (4.170, -4.527, -5.990)
H (2.577, -3.794, -6.279)
H (4.367, -3.387, -3.828)
H (2.792, -4.214, -3.865)

Calculated values
Total charge = +1
E_HOMO = -10.9 eV
Energy relative to the best compared isomer or geometry (same formula, charge and spin) = 0.000 eV
Orbital gap = 9.10 eV



Among the records above, which one has the lowest E_HOMO? C6H20N6



Among the records above, which one has the highest E_HOMO? C21H34N2O3S2